Here is a single C5H7N molecule from OMol25. Energies are from ωB97M-V/def2-TZVPD.

energy above the lowest of the compared OMol25 structures with the same formula, charge and spin = 92.2 kcal/mol
maximum force = 0.5 eV/Å
Kohn-Sham gap = 0.3518 Eh
calculated total energy = -249.3263 Ha

The geometry in ORCA input format:
```
! RIJCOSX wB97M-V def2-TZVPD def2/J DEFGRID3
* xyz 0 1
C -2.633 0.192 -0.249
C -1.152 0.238 -0.306
C -0.163 0.065 0.540
C 1.117 -0.134 0.519
C 2.476 0.292 0.282
N 2.022 -1.120 0.090
H -3.044 1.062 -0.772
H -3.052 0.130 0.755
H -2.935 -0.695 -0.817
H -0.762 0.367 -1.316
H 3.146 0.539 1.098
H 2.660 0.809 -0.660
H 2.320 -1.744 0.835
*
```